Below is C41H58BrN3O2W as an isolated structure in a non-equilibrium geometry, with properties calculated with the ωB97M-V functional and the def2-TZVPD basis.

Summary:
⟨S²⟩: 2.019
E_LUMO (alpha / beta): -0.89 / -0.42 eV
multiplicity: 3
Kohn-Sham gap (alpha / beta): 0.235 / 0.274 hartree
largest force on an atom: 2.131 eV/A
E_HOMO (alpha / beta): -7.2755 / -7.8695 eV

Geometry as XYZ:
```
106
Properties=species:S:1:pos:R:3:forces:R:3:mulliken_spin:R:1
W 0.1718 -0.1629 -0.1809 0.5 0.3 -0.3 1.526
C -0.5521 -0.6520 2.9947 -0.3 -0.4 0.1 -0.007
N 0.0744 0.3527 2.1170 -0.3 0.2 -0.3 0.062
C 1.4238 0.5916 2.6508 0.5 0.1 -0.1 0.053
C -0.6941 1.6150 2.1988 -0.3 0.6 -0.2 -0.006
C -1.9932 1.5413 1.3906 0.2 0.0 0.6 0.033
N -1.7288 1.1537 -0.0064 0.2 0.0 0.1 -0.026
C -2.8976 0.4195 -0.5347 -0.6 -0.5 0.0 0.021
C -2.7739 -0.3498 -1.8419 0.6 0.2 -0.2 0.005
C -3.9708 -0.8847 -2.3147 0.1 0.0 -0.1 0.006
C -4.0166 -1.7080 -3.4219 0.0 0.1 0.2 0.000
C -2.8215 -1.9261 -4.1037 0.0 0.1 0.1 0.003
C -1.6115 -1.4101 -3.6945 0.3 0.2 0.2 -0.022
C -1.5722 -0.6356 -2.5075 -2.0 -0.6 -0.5 0.042
O -0.4216 -0.1675 -2.0359 1.2 0.6 1.6 0.149
C -0.3189 -1.7007 -4.4480 0.1 0.0 0.0 0.002
C 0.5859 -2.5537 -3.5475 -0.1 0.2 0.2 0.006
C -0.5509 -2.4716 -5.7514 0.0 0.2 0.3 0.000
C 0.3538 -0.3732 -4.8239 0.0 0.0 0.1 -0.005
C -5.2836 -2.3784 -3.9301 -0.2 0.0 -0.1 -0.001
C -5.0676 -3.8973 -3.9989 0.0 0.2 0.0 0.000
C -6.4903 -2.1133 -3.0275 0.3 0.0 -0.1 0.000
C -5.5933 -1.8310 -5.3288 0.0 -0.1 0.2 0.000
C -1.4986 2.3528 -0.8521 0.2 0.5 -0.6 0.037
C -0.4121 3.3235 -0.4381 0.4 -0.3 -0.1 0.022
C -0.7250 4.6717 -0.3280 0.2 0.1 0.0 -0.011
C 0.2587 5.6310 -0.1457 -0.1 0.0 0.0 0.019
C 1.5829 5.1958 -0.1205 -0.3 0.0 0.0 -0.005
C 1.9595 3.8736 -0.2243 0.0 -0.6 0.0 0.009
C 0.9353 2.8896 -0.3501 -0.8 1.5 0.0 -0.042
O 1.1992 1.6145 -0.3853 0.3 -1.1 -0.2 0.121
C 3.4315 3.4768 -0.3287 0.2 -0.1 0.0 0.005
C 3.8222 2.4384 0.7321 -0.1 0.0 -0.2 0.002
C 3.6437 2.8693 -1.7210 -0.1 0.0 0.1 -0.004
C 4.3967 4.6584 -0.1755 -0.2 -0.1 0.0 -0.001
C -0.0329 7.1175 -0.0141 0.0 0.2 0.0 -0.002
C -1.5282 7.4315 -0.0932 0.3 -0.1 0.0 0.001
C 0.4925 7.6215 1.3383 -0.1 0.0 -0.2 0.002
C 0.6628 7.8858 -1.1470 -0.1 -0.1 0.1 0.002
H -0.5549 -0.2992 4.0351 0.1 0.1 -0.2 -0.001
H 0.0074 -1.5855 2.9300 -0.1 0.1 0.0 0.001
H -1.5764 -0.8643 2.6898 0.2 0.0 0.0 -0.003
H 1.3698 0.9337 3.6927 -0.1 -0.1 -0.1 -0.001
H 1.9335 1.3442 2.0521 -0.1 -0.1 0.0 -0.019
H 1.9920 -0.3386 2.6139 0.0 0.1 0.0 0.001
H -0.0769 2.4308 1.8051 -0.1 -0.3 0.2 -0.003
H -0.9328 1.8466 3.2504 0.1 -0.1 -0.2 0.000
H -2.5011 2.5163 1.4371 0.1 -0.2 0.0 0.001
H -2.6599 0.7990 1.8435 0.1 0.1 -0.2 -0.005
H -3.7457 1.1221 -0.6312 0.2 -0.1 0.1 0.001
H -3.1833 -0.3363 0.2133 0.2 0.3 -0.1 -0.002
H -4.8672 -0.6488 -1.7621 -0.2 0.0 0.1 0.000
H -2.8471 -2.5387 -4.9866 0.0 -0.1 -0.2 0.000
H 0.1637 -3.5498 -3.4376 0.0 -0.1 0.0 0.000
H 0.6799 -2.1228 -2.5498 0.1 -0.2 -0.2 0.009
H 1.5802 -2.6415 -3.9784 0.2 0.0 -0.1 0.000
H -0.9541 -3.4636 -5.5627 -0.1 -0.1 0.0 0.000
H 0.4024 -2.5879 -6.2610 0.1 0.0 -0.1 0.000
H -1.2218 -1.9283 -6.4131 -0.1 0.0 -0.1 0.000
H 0.5438 0.2410 -3.9478 0.0 0.1 -0.1 -0.005
H -0.2877 0.1844 -5.5047 0.0 0.1 -0.1 0.000
H 1.3007 -0.5653 -5.3211 0.2 0.0 -0.1 0.000
H -4.8091 -4.2851 -3.0167 0.0 -0.1 0.1 0.000
H -4.2713 -4.1599 -4.6890 0.1 -0.1 -0.1 0.000
H -5.9783 -4.3884 -4.3341 -0.1 -0.1 -0.1 0.000
H -6.3025 -2.4721 -2.0188 0.0 0.0 0.2 0.000
H -7.3582 -2.6416 -3.4176 -0.1 0.0 0.0 0.000
H -6.7256 -1.0520 -2.9911 -0.1 0.1 0.1 0.000
H -4.7898 -2.0520 -6.0242 0.1 0.0 -0.1 0.000
H -5.7112 -0.7510 -5.2883 -0.1 0.1 0.0 0.000
H -6.5098 -2.2710 -5.7130 -0.2 -0.1 -0.1 0.000
H -2.4426 2.9193 -0.9184 0.1 -0.2 0.0 -0.005
H -1.2573 1.9797 -1.8595 -0.2 0.1 0.3 0.000
H -1.7590 4.9686 -0.4210 -0.1 0.0 0.0 -0.001
H 2.3528 5.9414 -0.0341 0.2 0.1 0.1 -0.001
H 3.3136 1.4960 0.5445 0.0 0.0 0.1 -0.001
H 3.5881 2.8057 1.7316 0.0 0.0 0.1 0.000
H 4.8936 2.2518 0.6854 0.1 0.0 0.0 -0.001
H 2.9916 2.0125 -1.8511 0.0 -0.1 -0.1 -0.009
H 4.6743 2.5413 -1.8360 0.2 0.0 -0.1 -0.001
H 3.4163 3.6019 -2.4927 0.0 0.1 -0.1 0.000
H 4.2901 5.1404 0.7946 0.0 0.1 0.1 0.000
H 4.2574 5.3970 -0.9615 0.0 0.1 -0.1 0.000
H 5.4172 4.2851 -0.2509 0.1 0.0 0.0 0.000
H -2.0780 6.9247 0.6961 -0.1 -0.1 0.1 0.000
H -1.9332 7.1389 -1.0588 -0.1 0.0 -0.1 0.000
H -1.6781 8.5025 0.0247 0.0 0.1 0.0 0.000
H 0.0187 7.0778 2.1534 0.0 0.0 0.1 0.000
H 0.2693 8.6805 1.4548 0.0 0.1 0.0 0.000
H 1.5683 7.4900 1.4196 0.1 0.0 0.0 0.000
H 0.3180 7.5240 -2.1130 0.0 0.0 -0.1 0.000
H 1.7422 7.7727 -1.1058 0.1 0.0 0.0 0.000
H 0.4325 8.9473 -1.0756 0.0 0.1 0.0 0.000
Br 6.4224 -2.4897 -1.7299 -0.4 0.1 0.1 0.001
C 4.6654 -1.9475 -1.1982 0.3 0.0 -0.1 0.021
C 4.1271 -2.4191 -0.0155 0.1 0.0 0.0 -0.015
C 2.8615 -2.0020 0.3682 -0.6 0.0 0.2 -0.013
C 2.0751 -1.1178 -0.3935 0.7 -0.1 -0.2 -0.020
C 2.6845 -0.6921 -1.5957 -0.4 0.3 0.1 0.032
C 3.9472 -1.0785 -1.9981 0.2 -0.1 -0.1 -0.018
H 4.6924 -3.1052 0.5977 0.0 0.0 0.1 0.000
H 2.4715 -2.4043 1.3007 0.0 0.0 0.0 0.007
H 2.1389 -0.0192 -2.2537 0.1 0.0 0.1 -0.018
H 4.3690 -0.7049 -2.9212 0.0 0.0 0.0 0.000
N -1.7253 -2.6303 0.6252 0.1 -0.1 0.1 0.244
C -0.9325 -1.8435 0.3073 -0.6 -0.6 0.0 -0.171
```
Forces are in eV/Å.